(1)
4 unconnected molecules or ions with the total composition C50H34Cl2N2O10 at a distorted geometry, computed with ωB97M-V with the def2-TZVPD basis set.

frontier orbital gap: 8.1 eV
total charge: 0
maximum force: 0.038 hartree/bohr
highest occupied orbital energy: -9.2 eV
lowest unoccupied orbital energy: -0.0392 Ha
DFT total energy: -3708.0306 Ha

```
98
C50H34Cl2N2O10 | the OMol25 dataset | ωB97M-V with the def2-TZVPD basis set
C 8.1291 -4.9538 -1.6359
C 8.7526 -3.8664 -2.5652
O 9.7902 -4.0388 -3.1048
N 7.9463 -2.6644 -2.7310
O 7.9794 -2.1713 -4.0403
C 6.6604 -1.7901 -4.3822
O 6.5648 -0.8069 -5.0063
N 5.5480 -2.5888 -4.0234
C 4.7040 -1.9980 -3.0256
Cl 4.7572 -0.2746 -2.6225
C 3.8128 -2.7712 -2.3878
C 2.8051 -2.2738 -1.3113
Cl 3.7063 -4.5203 -2.7462
C 8.2353 -1.6249 -1.7331
C 9.5640 -0.8476 -1.6446
O 7.3691 -1.3732 -0.9646
H 8.4434 -5.9702 -1.9186
H 8.3690 -4.6674 -0.5924
H 7.0259 -4.8447 -1.7489
H 5.8568 -3.5096 -3.7092
H 3.1762 -1.3835 -0.7777
H 1.8154 -2.1381 -1.7895
H 2.7043 -3.0819 -0.5526
H 9.8140 -0.3009 -2.5728
H 9.4224 -0.0876 -0.8456
H 10.3795 -1.5127 -1.2885
O -5.5301 1.1280 -3.0660
C -4.4096 1.0960 -2.5942
C -4.2070 0.8743 -1.1388
C -5.3111 0.6824 -0.3165
C -5.1348 0.4349 1.0361
C -3.8516 0.3772 1.5730
C -2.7478 0.5854 0.7602
C -2.9212 0.8403 -0.5962
C -1.7333 1.0802 -1.4547
O -0.6160 1.1048 -0.9773
C -1.9341 1.2805 -2.9120
C -0.8272 1.4651 -3.7329
C -0.9964 1.6162 -5.1003
C -2.2739 1.5847 -5.6528
C -3.3815 1.4151 -4.8358
C -3.2165 1.2666 -3.4625
H -6.3107 0.7217 -0.7313
H -5.9976 0.2807 1.6744
H -3.7142 0.1717 2.6275
H -1.7513 0.5453 1.1820
H 0.1678 1.4854 -3.3063
H -0.1325 1.7551 -5.7389
H -2.4043 1.6940 -6.7226
H -4.3735 1.3933 -5.2693
O -13.7549 -0.9776 0.4814
C -12.6354 -1.0097 0.9524
C -12.4324 -1.2310 2.4083
C -13.5364 -1.4235 3.2322
C -13.3566 -1.6692 4.5845
C -12.0731 -1.7251 5.1201
C -10.9707 -1.5168 4.3062
C -11.1459 -1.2633 2.9499
C -9.9581 -1.0239 2.0909
O -8.8409 -0.9980 2.5716
C -10.1598 -0.8233 0.6335
C -9.0549 -0.6341 -0.1883
C -9.2246 -0.4777 -1.5550
C -10.5025 -0.5111 -2.1066
C -11.6088 -0.6859 -1.2890
C -11.4425 -0.8374 0.0840
H -14.5359 -1.3860 2.8177
H -14.2176 -1.8232 5.2237
H -11.9341 -1.9295 6.1748
H -9.9737 -1.5558 4.7269
H -8.0593 -0.6127 0.2368
H -8.3607 -0.3336 -2.1941
H -10.6339 -0.3982 -3.1758
H -12.6012 -0.7080 -1.7217
O 8.7452 3.0589 0.8879
C 8.0166 2.9262 1.8526
C 8.3557 3.5659 3.1506
C 9.5068 4.3404 3.2525
C 9.8119 4.9731 4.4474
C 8.9680 4.8363 5.5458
C 7.8290 4.0516 5.4539
C 7.5219 3.4092 4.2592
C 6.3075 2.5560 4.1782
O 5.6119 2.3765 5.1588
C 5.9581 1.9337 2.8761
C 4.8060 1.1612 2.7738
C 4.4533 0.6023 1.5547
C 5.2494 0.8135 0.4324
C 6.4053 1.5712 0.5340
C 6.7675 2.1292 1.7548
H 10.1625 4.4532 2.3983
H 10.7064 5.5795 4.5236
H 9.2014 5.3415 6.4752
H 7.1773 3.9429 6.3117
H 4.1819 0.9990 3.6437
H 3.5531 0.0037 1.4763
H 4.9701 0.3837 -0.5250
H 7.0237 1.7298 -0.3410
```

(2)
A molecular structure, C50H35HgN5O at a distorted geometry, computed with ωB97M-V with the def2-TZVPD basis set.

frontier orbital gap (alpha / beta): 3.9 / 4.6 eV
spin multiplicity: 2
total charge: -1
maximum force: 0.061 hartree/bohr
highest occupied orbital energy (alpha / beta): -2.4 / -3.3 eV
⟨S²⟩: 0.84
lowest unoccupied orbital energy (alpha / beta): 0.0578 / 0.0491 Ha
energy relative to the best compared isomer or geometry (same formula, charge and spin): 72.0 kJ/mol
DFT total energy: -2428.6972 Ha

```
92
C50H35HgN5O | the OMol25 dataset | ωB97M-V with the def2-TZVPD basis set
Hg 12.2814 -13.6713 -10.5210
C 18.7791 -12.5540 -14.9217
C 18.3320 -13.8437 -14.6587
C 17.1594 -13.9970 -13.9147
C 16.3469 -12.9324 -13.4695
C 16.7998 -11.6247 -13.8277
C 17.9852 -11.4847 -14.4913
C 15.1182 -13.1739 -12.6223
C 13.8337 -12.6024 -13.0688
C 13.6563 -12.1561 -14.3649
C 12.3286 -11.6849 -14.5145
C 11.6842 -11.9063 -13.2539
C 10.3174 -11.6872 -12.9611
C 9.4709 -10.8923 -13.9094
C 8.1114 -11.2819 -14.2020
C 7.2135 -10.4571 -14.8422
C 7.6218 -9.1803 -15.2923
C 8.9429 -8.8098 -15.0646
C 9.8588 -9.6353 -14.4543
C 9.7189 -12.2383 -11.7464
N 10.0819 -13.5105 -11.1560
C 9.2372 -13.6392 -10.0158
C 9.1927 -14.8040 -9.2044
C 7.9417 -15.0440 -8.3216
C 8.1133 -15.3285 -6.9704
C 7.0136 -15.4995 -6.1195
C 5.7477 -15.5227 -6.6394
C 5.5465 -15.2950 -7.9735
C 6.6260 -14.9958 -8.7794
C 10.3454 -15.6482 -8.9913
C 10.2849 -17.0077 -8.4966
C 11.6060 -17.5387 -8.5720
C 12.4686 -16.4892 -9.0427
N 11.7053 -15.3204 -9.2086
C 13.8672 -16.5945 -9.2501
C 14.6715 -15.7006 -9.9931
C 16.1063 -15.5783 -9.9961
C 16.4918 -14.5334 -10.8715
C 15.2605 -14.0459 -11.4778
N 14.2390 -14.7527 -10.9297
C 14.5733 -17.7969 -8.6166
C 15.4879 -18.6216 -9.2895
C 16.0425 -19.7059 -8.6083
C 15.8096 -19.9275 -7.2359
C 14.9479 -19.0774 -6.5630
C 14.2443 -18.1387 -7.2435
C 8.2569 -12.6055 -9.9951
C 8.5415 -11.7939 -11.0634
N 12.6947 -12.2668 -12.2925
H 19.6976 -12.5071 -15.5126
H 18.8407 -14.7033 -14.9914
H 16.6554 -14.9997 -13.8106
H 16.1858 -10.7468 -13.5848
H 18.3612 -10.4854 -14.6761
H 14.4330 -12.2097 -15.0685
H 11.8382 -11.2338 -15.3761
H 7.7949 -12.3059 -13.9463
H 6.1997 -10.7347 -14.9665
H 6.8670 -8.5429 -15.7135
H 9.2277 -7.7455 -15.1982
H 10.8681 -9.2627 -14.1430
H 9.0894 -15.4872 -6.5274
H 7.1193 -15.5723 -5.0350
H 4.8533 -15.7268 -5.9961
H 4.5238 -15.2062 -8.3362
H 6.4749 -14.8034 -9.8039
H 9.4644 -17.5484 -7.9504
H 11.8518 -18.5463 -8.3583
H 16.6740 -16.1687 -9.2839
H 17.5205 -14.1686 -10.9942
H 15.8753 -18.3390 -10.2933
H 16.6794 -20.4801 -9.0643
H 16.2528 -20.7483 -6.6832
H 14.8045 -19.2834 -5.5555
H 13.4561 -17.5438 -6.7550
H 7.4756 -12.4391 -9.2110
H 7.9515 -10.9283 -11.3317
O 12.3959 -9.2224 -11.2524
C 12.6753 -8.4655 -10.1208
C 13.7212 -9.1583 -9.2619
C 14.1478 -8.6229 -8.0304
C 15.1162 -9.2949 -7.2611
C 15.6884 -10.4650 -7.7623
C 15.1960 -10.9651 -8.9470
N 14.1613 -10.4040 -9.6377
H 12.8676 -10.0831 -11.1303
H 11.6840 -8.2775 -9.5960
H 13.0997 -7.4863 -10.5010
H 13.7715 -7.6704 -7.6602
H 15.3043 -8.9192 -6.2678
H 16.4351 -11.1176 -7.2283
H 15.6162 -11.9351 -9.3080
```

(3)
A molecular structure, C50H37I4IrN7S at a distorted geometry, computed with ωB97M-V with the def2-TZVPD basis set.

frontier orbital gap: 6.0 eV
total charge: +1
maximum force: 0.060 hartree/bohr
highest occupied orbital energy: -9.6 eV
lowest unoccupied orbital energy: -0.1334 Ha
energy relative to the best compared isomer or geometry (same formula, charge and spin): 0.0 kJ/mol
DFT total energy: -4004.0345 Ha

```
100
C50H37I4IrN7S | the OMol25 dataset | ωB97M-V with the def2-TZVPD basis set
Ir 0.5928 -1.2718 0.5676
I 6.9814 4.7391 4.3663
C 5.8837 3.1689 3.5174
C 6.0587 1.8752 3.9814
C 5.2711 0.8505 3.4776
C 4.3223 1.1048 2.4903
C 4.2155 2.4010 1.9828
C 4.9791 3.4352 2.5012
C 3.3798 0.0834 1.9599
C 2.4785 -0.5364 2.8386
C 2.6095 -0.6343 4.2633
C 1.5065 -1.2741 4.7223
C 0.6719 -1.5445 3.5880
C -0.6411 -2.0155 3.6666
C -1.2123 -2.1840 5.0373
C -1.9224 -1.1263 5.6007
C -2.4524 -1.2267 6.8782
C -2.2779 -2.4014 7.5954
I -3.0635 -2.5558 9.5348
C -1.5842 -3.4668 7.0455
C -1.0450 -3.3522 5.7705
C -1.5099 -2.1400 2.5845
N -1.1986 -1.8818 1.2778
C -2.3640 -1.9493 0.5613
C -2.4727 -1.7212 -0.8052
C -3.8125 -1.4605 -1.4028
C -4.1080 -0.1465 -1.7631
C -5.3323 0.1855 -2.3217
C -6.2652 -0.8170 -2.5457
I -8.1166 -0.3363 -3.4032
C -5.9840 -2.1314 -2.2106
C -4.7638 -2.4482 -1.6259
C -1.3815 -1.6222 -1.6805
C -1.4847 -1.6524 -3.1091
C -0.2194 -1.5815 -3.5974
C 0.6659 -1.4845 -2.4709
N -0.0675 -1.5400 -1.3166
C 2.0297 -1.1512 -2.5507
C 2.8119 -0.7661 -1.4600
C 4.1429 -0.2141 -1.5377
C 4.4673 0.2254 -0.3004
C 3.3744 -0.1172 0.5748
N 2.4035 -0.7457 -0.1507
C 2.5971 -1.0134 -3.9202
C 3.0539 0.2209 -4.3803
C 3.5523 0.3609 -5.6677
C 3.6018 -0.7450 -6.5020
I 4.3614 -0.5465 -8.4449
C 3.1518 -1.9814 -6.0645
C 2.6393 -2.1080 -4.7815
C -3.4485 -2.2791 1.4500
C -2.9179 -2.4341 2.6844
N 1.2988 -1.1143 2.4470
H 6.8015 1.6644 4.7386
H 5.4307 -0.1629 3.8229
H 3.4986 2.6050 1.1964
H 4.8649 4.4406 2.1198
H 3.4267 -0.2636 4.8559
H 1.2819 -1.5391 5.7420
H -2.0540 -0.2119 5.0341
H -2.9914 -0.3943 7.3096
H -1.4538 -4.3826 7.6058
H -0.5012 -4.1836 5.3386
H -3.3670 0.6250 -1.5801
H -5.5552 1.2105 -2.5870
H -6.7052 -2.9120 -2.4107
H -4.5407 -3.4774 -1.3723
H -2.3989 -1.7383 -3.6738
H 0.0744 -1.5784 -4.6338
H 4.7452 -0.1772 -2.4291
H 5.3863 0.6897 0.0172
H 2.9907 1.0864 -3.7309
H 3.8963 1.3256 -6.0154
H 3.1980 -2.8441 -6.7149
H 2.2900 -3.0728 -4.4345
H -4.4790 -2.3923 1.1561
H -3.4280 -2.7110 3.5924
N -0.5594 1.5121 1.1033
C 0.0765 0.7786 0.3197
H -0.9512 1.0786 1.9351
C -1.8496 1.5671 -4.7239
C -0.5783 1.9580 -3.9896
N -0.9072 2.8212 -2.8490
C -0.4436 2.7396 -1.6154
S 0.7235 1.4812 -1.2217
N -0.8232 3.5610 -0.6564
C -1.9539 4.4884 -0.7494
C -3.2873 3.7759 -0.5397
H -1.6020 0.9384 -5.5780
H -2.3745 2.4518 -5.0910
H -2.5176 1.0037 -4.0704
H 0.0956 2.4903 -4.6637
H -0.0612 1.0765 -3.6195
H -1.5700 3.5580 -3.0468
H -0.6859 3.1464 0.2759
H -1.9299 5.0095 -1.7074
H -1.7990 5.2274 0.0339
H -3.4459 3.0037 -1.2947
H -4.1122 4.4853 -0.5957
H -3.3118 3.3093 0.4449
```